No. 1
Molecular formula: C53H112N11O17
Method: DFT, the ωB97M-V functional and the def2-TZVPD basis

Each line ends with the Löwdin charge.
Atoms and positions in Å:
C 1.79 1.42 -3.00  -0.021
C 1.50 1.61 -1.47  -0.462
C 0.80 2.97 -1.37  -0.150
C -0.02 3.17 -0.11  -0.157
C -1.11 2.06 0.06  -0.116
C -0.54 0.61 0.05  -0.358
N 0.63 0.49 -1.02  -0.032
O 0.75 -0.73 -1.66  -0.061
C -1.78 -0.37 -0.09  -0.013
C 0.13 0.29 1.40  -0.023
C 2.80 1.58 -0.74  -0.023
H 0.89 1.19 -3.58  0.071
H 2.54 0.65 -3.18  0.059
H 2.29 2.29 -3.43  0.059
H 0.21 3.17 -2.26  0.096
H 1.51 3.79 -1.49  0.115
H -0.53 4.12 -0.30  0.086
H 0.62 3.31 0.76  0.105
H -1.79 2.23 -0.78  0.104
H -1.63 2.28 0.99  0.118
H -1.49 -1.32 -0.55  0.056
H -2.60 0.00 -0.71  0.057
H -2.25 -0.60 0.86  0.058
H -0.68 0.42 2.12  0.063
H 0.87 1.05 1.67  0.066
H 0.58 -0.70 1.44  0.081
H 2.82 1.95 0.29  0.067
H 3.51 2.26 -1.20  0.076
H 3.30 0.62 -0.85  0.074
O 0.10 5.53 -3.15  0.012
C -0.15 5.18 -4.30  -0.583
N -1.43 5.15 -4.65  0.169
C 0.95 4.87 -5.33  0.014
H -2.19 5.36 -4.02  0.113
H -1.64 4.99 -5.63  0.103
H 1.66 4.18 -4.87  0.069
H 1.40 5.84 -5.53  0.084
H 0.51 4.42 -6.22  0.077
O -4.06 1.17 3.71  0.031
C -4.02 0.02 3.34  -0.584
N -3.14 -0.90 3.78  0.193
C -4.80 -0.52 2.15  -0.007
H -2.46 -0.72 4.52  0.066
H -3.27 -1.89 3.66  0.049
H -4.70 -1.60 2.07  0.046
H -4.55 0.00 1.23  0.057
H -5.88 -0.55 2.32  0.079
O 0.00 -3.25 0.10  0.028
C 0.88 -3.86 -0.44  -0.607
N 0.84 -4.29 -1.69  0.187
C 2.12 -4.11 0.39  0.009
H 1.62 -4.40 -2.32  0.065
H -0.04 -4.25 -2.18  0.106
H 3.02 -4.31 -0.19  0.059
H 1.96 -4.92 1.10  0.083
H 2.40 -3.27 1.03  0.059
O -0.83 -0.12 5.74  0.007
C -0.25 0.81 5.22  -0.632
N -0.92 1.77 4.62  0.200
C 1.23 0.90 5.38  0.006
H -0.51 2.64 4.32  0.121
H -1.92 1.69 4.64  0.094
H 1.61 1.91 5.22  0.075
H 1.72 0.28 4.63  0.062
H 1.58 0.41 6.29  0.093
O 2.59 -3.66 -3.91  0.008
C 1.85 -3.16 -4.78  -0.583
N 1.09 -3.83 -5.63  0.158
C 1.73 -1.69 -5.04  0.005
H 0.54 -3.44 -6.38  0.107
H 1.00 -4.83 -5.48  0.115
H 2.54 -1.35 -5.68  0.097
H 1.73 -1.18 -4.08  0.057
H 0.77 -1.45 -5.51  0.061
O -4.97 -1.85 -1.25  0.012
C -5.06 -3.02 -1.63  -0.650
N -6.12 -3.72 -1.57  0.178
C -3.78 -3.82 -1.84  0.011
H -5.96 -4.71 -1.46  0.115
H -7.02 -3.30 -1.43  0.130
H -3.23 -3.60 -0.93  0.070
H -3.34 -3.33 -2.71  0.077
H -3.93 -4.86 -2.12  0.077
O -1.28 -0.18 -3.69  0.051
C -2.26 -0.16 -4.38  -0.628
N -2.44 -1.14 -5.24  0.159
C -3.27 0.96 -4.30  0.012
H -1.86 -1.97 -5.24  0.104
H -3.04 -1.05 -6.05  0.103
H -2.79 1.92 -4.10  0.076
H -3.92 0.68 -3.47  0.077
H -3.84 1.03 -5.23  0.072
O 3.77 3.93 4.56  0.015
C 3.91 3.39 3.48  -0.642
N 4.02 4.20 2.44  0.166
C 4.10 1.91 3.37  0.000
H 3.90 5.20 2.51  0.122
H 4.11 3.76 1.53  0.093
H 4.54 1.59 4.31  0.095
H 4.75 1.58 2.56  0.077
H 3.08 1.55 3.22  0.064
C 5.54 -1.65 1.35  -0.069
C 6.76 -1.75 0.37  -0.207
N 6.53 -2.77 -0.73  -0.173
C 5.30 -2.63 -1.49  -0.281
C 5.09 -1.28 -2.15  -0.075
C 6.86 -4.17 -0.25  -0.232
C 6.45 -5.30 -1.22  -0.087
H 5.83 -1.13 2.27  0.062
H 5.14 -2.60 1.68  0.054
H 4.73 -1.10 0.87  0.058
H 7.10 -0.80 -0.04  0.094
H 7.72 -2.06 0.77  0.097
H 5.21 -3.22 -2.40  0.092
H 4.52 -3.01 -0.83  0.090
H 5.38 -0.45 -1.51  0.055
H 5.66 -1.17 -3.07  0.080
H 4.03 -1.17 -2.40  0.061
H 6.43 -4.34 0.73  0.090
H 7.92 -4.31 -0.04  0.099
H 7.39 -5.57 -1.70  0.061
H 5.82 -5.10 -2.08  0.059
H 6.15 -6.14 -0.58  0.068
C -3.27 -3.07 6.34  -0.090
C -2.98 -3.89 5.10  -0.283
N -3.89 -3.81 3.98  -0.190
C -5.24 -4.20 4.46  -0.239
C -6.30 -4.19 3.36  -0.082
C -3.41 -4.66 2.88  -0.245
C -2.51 -3.93 1.91  -0.076
H -3.97 -3.51 7.05  0.072
H -3.67 -2.08 6.14  0.070
H -2.38 -2.81 6.90  0.077
H -1.99 -3.65 4.71  0.102
H -2.84 -4.91 5.46  0.113
H -5.37 -5.16 4.97  0.113
H -5.48 -3.52 5.28  0.107
H -6.27 -4.94 2.57  0.061
H -7.28 -4.29 3.82  0.071
H -6.27 -3.17 2.96  0.060
H -4.18 -5.12 2.25  0.098
H -3.00 -5.55 3.35  0.114
H -2.27 -4.44 0.97  0.058
H -1.52 -3.79 2.34  0.062
H -2.98 -3.02 1.54  0.061
O 5.25 1.96 -4.38  0.079
C 5.00 3.17 -4.27  -0.444
O 4.67 3.72 -3.07  -0.003
C 4.66 5.15 -3.19  -0.126
C 4.48 5.41 -4.73  -0.143
C 5.11 4.21 -5.38  -0.077
H 5.63 5.51 -2.84  0.119
H 3.92 5.61 -2.54  0.126
H 4.95 6.34 -5.06  0.114
H 3.41 5.53 -4.88  0.070
H 6.17 4.43 -5.44  0.133
H 4.72 3.79 -6.30  0.131
O 2.45 -1.94 3.02  0.096
C 2.41 -2.87 3.81  -0.470
O 3.40 -3.78 3.96  0.007
C 3.10 -4.77 4.87  -0.162
C 1.97 -4.05 5.65  -0.151
C 1.25 -3.12 4.71  -0.054
H 4.01 -5.11 5.37  0.130
H 2.79 -5.54 4.17  0.125
H 2.35 -3.53 6.53  0.120
H 1.31 -4.84 6.03  0.110
H 0.91 -2.30 5.34  0.123
H 0.51 -3.69 4.16  0.126
O -4.95 4.30 0.71  0.091
C -5.66 3.50 0.11  -0.433
O -6.99 3.61 -0.10  0.031
C -7.43 2.50 -0.84  -0.166
C -6.31 1.44 -0.90  -0.139
C -5.07 2.30 -0.65  -0.075
H -7.63 2.95 -1.81  0.124
H -8.34 2.10 -0.39  0.125
H -6.26 0.89 -1.84  0.105
H -6.41 0.73 -0.08  0.098
H -4.63 2.59 -1.60  0.118
H -4.30 1.88 0.00  0.100
O -0.96 8.11 1.65  0.119
C -1.52 7.80 0.64  -0.477
O -1.07 8.19 -0.57  0.033
C -1.87 7.73 -1.62  -0.171
C -2.58 6.50 -0.99  -0.161
C -2.77 6.98 0.43  -0.083
H -1.24 7.66 -2.51  0.108
H -2.67 8.40 -1.93  0.119
H -2.00 5.59 -0.85  0.093
H -3.54 6.24 -1.45  0.110
H -2.91 6.14 1.11  0.125
H -3.59 7.70 0.41  0.136

Results
calculated total energy = -107975.6430 eV
E_LUMO (alpha / beta) = -0.02 / -0.02 eV
maximum force = 0.105 hartree/bohr
⟨S²⟩ = 0.755
2S+1 = 2
molecular weight = 1175.539 g mol⁻¹

No. 2
Molecular formula: C3H4OS2
Method: DFT, the ωB97M-V functional and the def2-TZVPD basis

Each line ends with the natural charge from an NBO analysis.
Atoms and positions in Å:
C -0.51 0.32 -0.28  -0.051
C -0.69 1.33 -0.94  0.231
C 0.23 -1.34 0.34  -0.633
O -0.88 2.52 -1.25  -0.567
S 1.94 -1.46 -0.26  -0.016
S -0.16 -1.28 2.03  0.076
H -0.66 -2.03 -0.14  0.244
H -1.87 2.71 -1.44  0.514
H 1.73 -0.19 -0.55  0.090
H 0.86 -0.60 2.50  0.112

Results
calculated total energy = -26884.5580 eV
E_LUMO (alpha / beta) = -0.21 / -2.86 eV
maximum force = 0.091 hartree/bohr
⟨S²⟩ = 2.012
2S+1 = 3
molecular weight = 120.198 g mol⁻¹
energy relative to the best compared isomer or geometry (same formula, charge and spin) = 530.6 kJ/mol

No. 3
Molecular formula: C5H15N2O
Method: DFT, the ωB97M-V functional and the def2-TZVPD basis

Each line ends with the natural charge from an NBO analysis.
Atoms and positions in Å:
C -0.16 -1.60 2.75  -0.620
C 0.62 -1.06 1.55  -0.223
N 0.56 0.39 1.39  -0.679
C -0.56 0.98 0.71  -0.243
C -0.36 1.04 -0.81  -0.090
N 1.10 1.06 -1.10  -0.675
C -1.05 -0.08 -1.66  -0.077
O -0.21 -0.50 -2.72  -0.723
H -1.22 -1.38 2.57  0.205
H 0.03 -2.65 2.86  0.233
H 0.11 -1.03 3.64  0.215
H 1.67 -1.38 1.60  0.203
H 0.28 -1.55 0.63  0.172
H 0.87 0.84 2.23  0.394
H -0.71 1.95 1.14  0.231
H -1.48 0.44 0.90  0.207
H -0.73 1.94 -1.25  0.224
H 1.49 1.97 -0.85  0.439
H 1.62 0.41 -0.50  0.456
H 1.30 0.87 -2.08  0.458
H -1.36 -0.89 -1.00  0.189
H -1.91 0.37 -2.13  0.210
H 0.16 -1.38 -2.54  0.492

Results
calculated total energy = -10449.1961 eV
E_LUMO = -3.25 eV
maximum force = 0.026 hartree/bohr
structure (SMILES) = CCNC[C@@H]([NH3+])CO
molecular weight = 119.188 g mol⁻¹
energy relative to the best compared isomer or geometry (same formula, charge and spin) = 131.7 kJ/mol
total charge = +1

No. 4
Molecular formula: C14H26BrIN2O9P
Method: DFT, the ωB97M-V functional and the def2-TZVPD basis

Each line ends with the natural charge from an NBO analysis.
Atoms and positions in Å:
C -3.74 -0.46 7.04  -0.635
C -4.29 -1.70 6.16  -0.424
C -4.27 -1.46 4.58  -0.306
Br -5.90 -0.59 3.85  0.079
C -2.90 -0.73 4.20  0.154
N -1.76 -1.61 4.03  -0.485
C -0.69 -0.70 3.75  0.047
P 0.97 -1.57 3.53  2.235
O 0.85 -2.91 4.32  -1.067
O 1.33 -1.99 1.93  -0.939
O 2.16 -0.66 4.30  -0.951
N -1.08 0.67 3.71  -0.494
C -2.52 0.75 4.00  -0.047
I -3.83 2.46 4.17  0.377
H -4.24 0.52 6.72  0.222
H -2.59 -0.39 6.91  0.203
H -3.96 -0.73 8.14  0.249
H -5.30 -2.11 6.56  0.257
H -3.54 -2.56 6.36  0.213
H -4.22 -2.50 4.09  0.249
H -1.79 -2.63 4.12  0.499
H 1.03 -2.93 1.82  0.544
H 2.09 -0.78 5.29  0.541
H -0.45 1.46 3.51  0.479
C 3.06 0.76 0.26  -0.641
C 3.11 -0.52 -0.56  -0.070
O 2.97 -0.24 -1.96  -0.506
C 4.06 0.26 -2.56  0.987
O 5.13 0.47 -2.04  -0.632
O 3.76 0.49 -3.85  -0.508
C 4.80 1.12 -4.59  -0.262
H 2.15 1.33 0.03  0.205
H 3.08 0.53 1.33  0.203
H 3.91 1.41 0.03  0.239
H 2.26 -1.16 -0.29  0.187
H 4.02 -1.09 -0.37  0.201
H 5.74 0.56 -4.51  0.204
H 4.94 2.15 -4.24  0.194
H 4.51 1.15 -5.64  0.203
C 0.34 -0.58 -4.23  -0.645
C 1.04 0.59 -4.90  -0.072
O 0.40 0.94 -6.13  -0.496
C -0.75 1.63 -6.01  0.985
O -1.26 1.97 -4.97  -0.653
O -1.23 1.85 -7.24  -0.492
C -2.51 2.48 -7.25  -0.258
H 0.26 -1.42 -4.92  0.211
H 0.89 -0.90 -3.34  0.221
H -0.68 -0.31 -3.93  0.218
H 2.06 0.30 -5.15  0.207
H 1.11 1.45 -4.23  0.188
H -2.50 3.41 -6.67  0.196
H -3.27 1.80 -6.87  0.187
H -2.75 2.73 -8.29  0.199

Results
calculated total energy = -123772.0435 eV
E_LUMO = -4.67 eV
maximum force = 0.139 hartree/bohr
molecular weight = 604.149 g mol⁻¹
total charge = +1